A molecular structure, C35H45F4N4PSSn, computed with ωB97M-V with the def2-TZVPD basis set.

XYZ file:
```
91
Properties=species:S:1:pos:R:3:forces:R:3:mulliken_spin:R:1
Sn -0.0674 -1.0333 0.6003 0.19 0.01 -0.46 0.07
C 0.2192 -3.3235 3.1527 0.04 0.07 -0.17 0.00
N -1.0999 -2.7642 2.8631 -0.06 -0.06 0.25 0.02
C -2.0341 -3.8574 2.6542 0.02 0.10 -0.03 0.00
C -1.5607 -1.9068 3.9677 0.17 0.24 -0.05 0.00
C -1.0863 -0.4399 3.9252 0.16 -0.04 -0.09 0.00
N 0.2897 -0.3469 3.4997 0.09 -0.08 0.33 0.03
C 1.0791 0.6235 3.9175 -0.16 -0.01 0.04 0.00
C 2.4842 0.4972 3.6527 -0.11 0.02 -0.01 0.00
F 2.8947 -0.6421 3.0431 0.10 -0.01 -0.06 0.00
C 3.4107 1.4432 3.9850 -0.11 0.04 0.07 0.00
F 4.7126 1.2318 3.6807 0.06 -0.08 -0.05 0.00
C 3.0660 2.6154 4.6444 0.06 0.15 0.05 0.00
C 1.7237 2.7703 4.9400 0.18 -0.12 -0.07 0.00
F 1.3356 3.8967 5.5801 -0.11 0.07 0.03 0.00
C 0.7676 1.8399 4.6071 0.09 0.01 -0.03 0.00
F -0.5230 2.1454 4.9222 -0.08 -0.05 -0.07 0.00
H 0.1907 -3.9910 4.0311 -0.01 0.01 0.00 0.00
H 0.5625 -3.9013 2.2896 -0.03 -0.04 0.01 0.01
H 0.9121 -2.5061 3.3350 0.02 0.00 0.05 0.00
H -2.1742 -4.4587 3.5696 -0.02 -0.01 0.00 0.00
H -3.0032 -3.4686 2.3359 -0.02 0.00 0.02 0.00
H -1.6626 -4.5081 1.8633 0.00 -0.03 0.01 0.00
H -2.6546 -1.8880 3.9489 0.00 -0.07 0.02 0.00
H -1.2547 -2.3545 4.9288 -0.03 -0.07 -0.03 0.00
H -1.7430 0.1079 3.2393 -0.09 0.05 0.07 0.00
H -1.2532 -0.0316 4.9281 -0.10 -0.01 0.01 0.00
H 3.7975 3.3624 4.9093 0.00 -0.01 -0.01 0.00
C 4.4543 0.7358 -1.6828 0.02 -0.14 0.01 0.00
C 3.5500 0.0256 -0.6780 -0.28 0.03 0.11 0.00
C 2.9616 1.0743 0.2754 0.00 -0.13 -0.02 -0.01
P 2.0898 -0.9460 -1.3290 0.53 -0.16 -0.39 0.03
C 2.7900 -2.4873 -2.1331 -0.22 0.14 0.02 0.00
C 1.6413 -3.1985 -2.8510 0.05 0.05 0.08 -0.04
C 4.0189 -2.4178 -3.0365 0.04 0.05 0.16 0.00
C 1.4188 0.1526 -2.5945 -0.12 -0.04 0.16 0.01
C 2.0701 0.4197 -3.7999 -0.16 0.05 -0.08 0.00
C 1.6244 1.3762 -4.6943 0.14 0.00 -0.12 0.00
C 2.3478 1.6613 -5.9867 -0.10 -0.01 0.12 0.00
C 0.4970 2.1126 -4.3251 0.01 -0.07 0.08 0.00
C -0.1711 1.8732 -3.1470 0.03 0.11 0.01 0.00
C 0.2362 0.8572 -2.2405 0.18 0.11 -0.14 0.01
N -0.4346 0.6240 -1.0794 -0.15 -0.41 0.23 -0.02
C -1.6938 1.2408 -0.9163 -0.08 0.09 -0.05 -0.03
C -2.7898 0.8976 -1.7264 0.07 -0.04 0.05 0.01
C -2.6231 -0.0615 -2.8700 -0.02 0.01 0.06 0.03
C -4.0410 1.4292 -1.4360 -0.04 0.08 0.00 -0.01
C -4.2366 2.3194 -0.3881 -0.04 -0.02 0.01 0.00
C -5.6071 2.8607 -0.0672 0.12 -0.03 0.00 0.00
C -3.1333 2.6830 0.3744 0.00 -0.05 0.01 0.00
C -1.8725 2.1536 0.1347 -0.02 0.07 -0.01 -0.01
C -0.7124 2.5314 1.0133 -0.06 -0.07 -0.05 0.00
H 5.2192 1.2913 -1.1338 0.01 0.01 -0.01 0.00
H 3.8780 1.4481 -2.2729 0.02 0.04 0.00 0.00
H 4.9608 0.0563 -2.3674 -0.02 0.08 -0.01 0.00
H 4.1341 -0.6975 -0.0970 -0.02 0.01 0.03 0.00
H 2.3907 1.8148 -0.2915 0.00 0.01 0.00 0.00
H 3.7530 1.5880 0.8248 -0.01 0.02 0.00 0.00
H 2.2914 0.6135 0.9995 0.02 0.10 0.09 0.01
H 3.0669 -3.0778 -1.2508 -0.05 -0.01 -0.01 0.00
H 1.3421 -2.6334 -3.7372 0.02 -0.02 -0.02 0.00
H 0.7746 -3.2840 -2.1975 -0.07 -0.08 -0.02 0.02
H 1.9440 -4.2026 -3.1593 0.02 0.02 -0.04 0.00
H 3.7902 -1.9377 -3.9880 0.05 -0.02 0.00 0.00
H 4.3520 -3.4364 -3.2540 0.00 0.00 -0.04 0.00
H 4.8479 -1.8934 -2.5633 0.01 -0.07 -0.05 0.00
H 2.9675 -0.1349 -4.0433 0.00 0.05 0.02 0.00
H 3.2035 0.9961 -6.1071 0.01 0.01 -0.03 0.00
H 2.7138 2.6910 -6.0106 0.03 -0.01 -0.05 0.00
H 1.6873 1.5267 -6.8469 0.05 0.00 -0.04 0.00
H 0.1421 2.9004 -4.9831 -0.02 0.01 0.02 0.00
H -1.0285 2.4809 -2.8853 0.01 -0.01 -0.04 0.00
H -1.9821 -0.8893 -2.5720 0.03 -0.09 -0.03 -0.01
H -2.1418 0.4241 -3.7225 -0.05 -0.04 -0.01 0.00
H -3.5865 -0.4572 -3.1946 -0.01 0.00 0.02 0.00
H -4.8910 1.1375 -2.0484 0.02 0.00 -0.02 0.00
H -6.3299 2.5693 -0.8300 -0.03 0.01 0.02 0.00
H -5.5935 3.9504 -0.0050 -0.04 0.00 0.00 0.00
H -5.9552 2.4838 0.8982 -0.05 0.03 -0.02 0.00
H -3.2580 3.3872 1.1918 0.00 -0.01 0.01 0.00
H -1.0093 3.2856 1.7415 0.02 -0.01 0.03 0.00
H 0.1217 2.9158 0.4233 0.02 -0.05 0.00 0.00
H -0.3450 1.6583 1.5621 0.06 0.08 0.08 0.00
S -2.4501 -3.3632 -0.8690 0.23 -0.03 -0.09 0.28
C -0.9794 -2.8461 -0.6177 -0.21 0.20 0.10 0.60
C -5.0936 -1.3704 0.8911 -0.19 -0.08 -0.10 0.02
C -3.7034 -0.9794 0.9956 0.17 0.16 0.09 0.00
N -2.6165 -0.6370 1.1100 -0.20 -0.01 0.02 -0.01
H -5.3628 -1.4490 -0.1613 0.00 0.00 0.01 0.00
H -5.7248 -0.6219 1.3697 0.02 0.00 0.00 0.00
H -5.2431 -2.3368 1.3716 0.00 0.02 -0.02 -0.01
```
Forces are in eV/Å.

The value obtained for the electronic energy is -2932.96504 a.u. As for the charge: -1. Its spin multiplicity is 2. Its LUMO energy (spin up / spin down) is 2.321 / 2.301 eV. As for the HOMO energy (spin up / spin down): -3.25 / -3.44 eV.